{
  "formula": "C10H36N16O10",
  "method": "ωB97M-V with the def2-TZVPD basis set",
  "charge": -2,
  "molar_mass_g_mol": 540.50,
  "gap_ev": 5.3,
  "e_tot_ha": -2031.23420,
  "lumo_ev": 4.242,
  "homo_ev": -1.0,
  "elements": ["O", "C", "C", "O", "H", "H", "H", "H", "C", "O", "N", "N", "H", "H", "H", "H", "C", "O", "N", "N", "H", "H", "H", "H", "C", "O", "N", "N", "H", "H", "H", "H", "C", "O", "N", "N", "H", "H", "H", "H", "C", "O", "N", "N", "H", "H", "H", "H", "C", "O", "N", "N", "H", "H", "H", "H", "C", "O", "N", "N", "H", "H", "H", "H", "C", "O", "N", "N", "H", "H", "H", "H"],
  "xyz": [[0.0280, 0.2072, 1.7816], [0.1358, -0.0655, 0.4251], [1.3732, -0.4293, -0.4441], [2.2903, -1.3393, 0.0801], [-0.3376, 0.7463, -0.1273], [-0.6161, -0.8292, 0.2267], [1.9244, 0.5049, -0.5518], [1.0358, -0.7306, -1.4358], [2.9908, 3.4368, -3.2445], [2.3402, 3.7925, -4.2059], [2.5817, 2.5007, -2.4006], [4.2062, 3.6457, -2.9348], [1.6197, 2.2616, -2.5943], [3.1808, 2.0534, -1.7217], [4.3327, 3.5672, -1.9358], [4.8511, 3.5770, -3.7091], [-0.5186, 0.6834, -3.8586], [0.0382, 1.4878, -3.0848], [-0.7381, -0.5494, -3.5753], [-1.1503, 1.0362, -4.9403], [-1.7479, -0.5615, -3.5566], [-0.1143, -0.6265, -2.7847], [-1.2665, 2.0086, -5.1874], [-1.5731, 0.3825, -5.5838], [-1.4196, 3.6734, 1.7829], [-1.8605, 4.8045, 1.9303], [-0.3037, 3.2523, 2.3250], [-1.7765, 2.8210, 0.8679], [0.1907, 3.8126, 3.0045], [-0.1695, 2.2546, 2.2434], [-2.3645, 3.1136, 0.1006], [-1.2638, 1.9644, 0.7152], [0.6940, -4.7831, 1.4741], [1.4024, -5.4607, 0.7963], [0.2996, -3.5956, 1.1512], [0.0979, -5.2145, 2.5514], [-0.2846, -3.2075, 1.8780], [0.8727, -2.9797, 0.5925], [-0.2749, -4.5738, 3.2374], [0.0673, -6.1787, 2.8503], [0.1148, 1.5103, 5.2084], [1.2288, 1.5775, 4.7352], [-0.9092, 1.0693, 4.5159], [-0.2152, 1.7956, 6.4527], [-0.6678, 0.6810, 3.6153], [-1.7950, 0.9005, 4.9709], [0.4476, 2.2540, 7.0616], [-1.1348, 1.5406, 6.7832], [-3.6443, -2.3970, -1.7967], [-3.9414, -3.0671, -2.7992], [-4.3166, -1.3825, -1.4639], [-2.6335, -2.5639, -0.9988], [-5.0465, -1.1265, -2.1134], [-4.2607, -0.8470, -0.6094], [-2.0603, -3.3885, -1.1055], [-2.3621, -1.7889, -0.4107], [4.6663, -0.4289, -3.6823], [5.4468, -0.1015, -4.5227], [4.9139, -0.3896, -2.3715], [3.2955, -0.4573, -3.8559], [4.1663, -0.4850, -1.6992], [5.7850, -0.0807, -1.9642], [2.9438, -0.0332, -4.7023], [2.8246, -0.3892, -2.9649], [-3.1114, -1.3494, 2.8577], [-4.1454, -1.7014, 3.3647], [-2.0035, -1.9024, 3.0293], [-3.0482, -0.3142, 2.1269], [-1.9884, -2.3178, 3.9498], [-1.3165, -1.4637, 2.4329], [-3.8759, 0.2580, 2.0393], [-2.1307, -0.0747, 1.7794]]
}

{
  "formula": "C10H38F2HgNO13S2",
  "method": "ωB97M-V with the def2-TZVPD basis set",
  "charge": 1,
  "molar_mass_g_mol": 683.13,
  "gap_ev": 1.6,
  "e_tot_ha": -2585.49054,
  "lumo_ev": -10.275,
  "homo_ev": -11.9,
  "elements": ["Hg", "N", "S", "O", "O", "F", "S", "O", "O", "F", "C", "O", "H", "H", "H", "H", "C", "O", "H", "H", "H", "H", "O", "H", "H", "O", "H", "H", "O", "H", "H", "C", "C", "O", "H", "H", "H", "H", "H", "H", "C", "C", "O", "H", "H", "H", "H", "H", "H", "C", "C", "O", "H", "H", "H", "H", "H", "H", "C", "C", "O", "H", "H", "H", "H", "H", "H"],
  "xyz": [[17.3410, -11.9915, 20.3541], [14.2405, -11.6768, 18.2684], [13.2856, -10.5816, 17.9329], [12.4114, -10.2835, 19.0050], [12.8058, -10.5189, 16.5787], [14.3436, -9.4217, 18.0690], [13.2703, -13.0157, 17.7256], [13.9429, -13.8954, 16.8168], [11.8327, -12.7799, 17.4857], [13.3138, -13.8008, 19.1384], [18.9074, -17.6963, 14.8909], [19.9400, -17.5864, 15.9077], [19.3432, -17.6876, 13.8919], [18.2888, -18.5937, 14.8968], [18.1797, -16.8882, 14.9663], [20.5078, -18.3400, 15.7304], [14.3640, -10.1414, 11.4446], [15.0369, -10.9426, 12.3651], [13.3053, -10.2698, 11.6702], [14.6808, -9.1182, 11.6465], [14.5028, -10.2954, 10.3745], [14.5744, -10.9192, 13.2060], [16.2670, -9.1433, 22.1391], [15.5191, -9.2705, 22.7227], [16.6167, -8.2856, 22.3805], [15.8805, -18.4281, 21.1167], [16.2740, -19.3003, 21.0890], [15.0197, -18.5403, 20.7133], [17.8348, -15.2804, 19.0705], [18.4897, -15.8080, 18.6134], [17.3887, -15.8994, 19.6484], [8.1175, -5.8449, 14.9443], [7.8278, -5.7429, 16.3955], [8.8866, -5.9891, 17.3176], [8.2146, -6.8872, 14.6406], [9.0824, -5.3533, 14.8204], [7.4126, -5.3442, 14.2806], [7.0169, -6.4266, 16.6468], [7.6830, -4.6865, 16.6216], [8.5007, -6.6903, 17.8478], [12.0934, -21.0042, 16.6967], [12.3273, -19.5198, 16.4170], [13.2389, -19.1473, 17.3659], [12.0932, -21.2000, 17.7690], [12.7850, -21.5973, 16.0984], [11.1582, -21.3336, 16.2438], [11.3985, -18.9898, 16.6280], [12.6701, -19.4178, 15.3874], [13.7751, -18.4703, 16.9465], [11.1438, -11.3905, 24.7118], [11.7973, -10.1232, 25.3785], [13.1727, -10.1855, 25.0647], [10.0630, -11.3893, 24.8536], [11.4153, -12.3289, 25.1954], [11.2930, -11.5538, 23.6444], [11.6340, -10.2191, 26.4520], [11.4825, -9.1412, 25.0252], [13.3469, -11.0666, 25.4035], [6.2464, -11.6432, 19.1173], [6.5946, -11.0723, 20.4590], [7.4725, -9.9932, 20.2270], [5.8329, -10.8807, 18.4572], [5.4278, -12.3616, 19.1599], [7.1266, -12.0627, 18.6301], [7.1503, -11.8105, 21.0373], [5.8117, -10.6785, 21.1071], [8.1473, -10.3323, 19.6344]]
}

{
  "formula": "C10H3N4O4S3V",
  "method": "ωB97M-V with the def2-TZVPD basis set",
  "molar_mass_g_mol": 390.30,
  "gap_ev": 7.5,
  "e_tot_ha": -3041.50061,
  "lumo_ev": -2.198,
  "homo_ev": -9.7,
  "elements": ["V", "O", "C", "O", "C", "C", "C", "C", "C", "N", "C", "O", "O", "H", "H", "H", "S", "C", "S", "S", "N", "C", "N", "C", "N"],
  "xyz": [[-0.3660, -0.0855, -0.7275], [-0.2488, 3.5181, 0.9543], [-0.1562, 2.3459, 0.7487], [-0.7576, 1.6636, -0.2269], [0.6252, 1.3888, 1.6115], [1.3384, 1.6252, 2.7671], [1.9083, 0.5271, 3.4075], [1.7400, -0.7604, 2.9056], [1.0158, -0.9030, 1.7396], [0.5107, 0.1572, 1.1354], [0.6306, -2.1559, 0.9898], [0.9373, -3.2562, 1.3419], [-0.1338, -1.8378, -0.0489], [1.4263, 2.6314, 3.1515], [2.4756, 0.6752, 4.3168], [2.1475, -1.6326, 3.3966], [1.2621, 3.0509, -4.4764], [-0.2046, 2.8505, -4.0155], [1.1879, 0.1138, -1.9221], [-1.6593, 2.6395, -3.5440], [-3.3071, -4.7081, -3.2126], [-3.1420, -3.5730, -3.0990], [-3.0166, -2.2616, -3.0290], [-2.3685, -1.4600, -2.3716], [-1.8453, -0.5533, -1.7928]]
}

{
  "formula": "C10H40B4F4N3O5V",
  "method": "ωB97M-V with the def2-TZVPD basis set",
  "charge": -1,
  "s2": 0.760,
  "molar_mass_g_mol": 452.63,
  "gap_ev": [2.7, 5.1],
  "e_tot_ha": -2388.16570,
  "multiplicity": 2,
  "lumo_ev": [1.217, 1.088],
  "homo_ev": [-1.5, -4.0],
  "elements": ["O", "V", "O", "B", "H", "H", "H", "H", "B", "H", "H", "H", "H", "B", "H", "H", "H", "H", "C", "C", "O", "N", "H", "H", "C", "H", "H", "H", "H", "H", "H", "C", "C", "O", "N", "H", "H", "C", "H", "H", "H", "H", "H", "H", "C", "C", "C", "O", "C", "N", "H", "H", "H", "H", "H", "H", "H", "H", "H", "H", "H", "H", "B", "F", "F", "F", "F"],
  "xyz": [[-14.5119, -2.0666, -7.0146], [-14.6405, -2.8072, -8.4185], [-16.1565, -3.0363, -8.8222], [-13.8351, -4.8602, -8.6735], [-13.2314, -5.7510, -8.7529], [-13.3791, -4.0058, -9.1493], [-14.8103, -5.0075, -9.1111], [-13.9535, -4.6371, -7.6245], [-15.1340, -6.3847, -12.5851], [-15.7441, -6.3128, -13.4721], [-15.7197, -5.9596, -11.7848], [-15.0063, -7.4530, -12.5041], [-14.1648, -5.9214, -12.6868], [-13.7475, -1.2460, -9.8300], [-13.4581, -0.5801, -10.6282], [-12.9235, -1.3873, -9.1479], [-14.4855, -0.7833, -9.1932], [-14.0984, -2.0962, -10.3943], [-16.8884, -8.3344, -10.4439], [-15.8166, -7.9332, -9.4854], [-15.9857, -7.9358, -8.2796], [-14.4622, -7.4233, -10.0406], [-14.4840, -7.0281, -10.9698], [-14.3082, -6.5728, -9.5180], [-13.3170, -8.5451, -9.9612], [-17.7970, -8.8265, -10.0968], [-16.6142, -8.8446, -11.3672], [-17.2970, -7.3595, -10.7099], [-13.2658, -8.6535, -8.8778], [-12.3745, -8.3010, -10.4514], [-13.7965, -9.3516, -10.5160], [-13.8348, -3.8710, -4.1421], [-14.2016, -5.1869, -3.4718], [-13.6140, -5.6615, -2.5080], [-15.3975, -6.0192, -4.0654], [-15.8152, -6.5800, -3.3366], [-16.1634, -5.4272, -4.3539], [-14.9633, -6.8063, -5.3461], [-14.7154, -3.2494, -3.9802], [-13.7158, -3.9317, -5.2238], [-13.0032, -3.3591, -3.6577], [-14.3131, -6.1410, -5.9142], [-15.8713, -7.1368, -5.8505], [-14.4732, -7.6988, -4.9570], [-10.5628, -3.6696, -10.2067], [-9.9961, -4.8304, -9.3060], [-8.5803, -4.4733, -8.8680], [-8.0320, -5.4004, -7.9760], [-6.8062, -4.9596, -7.3779], [-10.8371, -4.9924, -8.0220], [-11.7485, -5.3322, -8.2938], [-10.4282, -5.6537, -7.3773], [-10.9698, -4.1206, -7.5295], [-11.5980, -3.8143, -10.5156], [-9.9582, -3.4343, -11.0826], [-10.5186, -2.6909, -9.7290], [-10.0986, -5.7582, -9.8688], [-8.5600, -3.4499, -8.4934], [-8.0430, -4.5097, -9.8157], [-6.9263, -4.1685, -6.6377], [-6.2397, -4.5668, -8.2222], [-6.2897, -5.8392, -6.9935], [-17.3662, -4.1591, -5.6084], [-18.1669, -5.1828, -5.9474], [-16.1129, -4.3461, -6.1656], [-17.9061, -2.9857, -6.1111], [-17.3221, -4.0722, -4.2270]]
}

{
  "formula": "C10H40N20O10",
  "method": "ωB97M-V with the def2-TZVPD basis set",
  "molar_mass_g_mol": 600.56,
  "smiles": "NC(N)=O.NC(N)=O.NC(N)=O.NC(N)=O.NC(N)=O.NC(N)=O.NC(N)=O.NC(N)=O.NC(N)=O.NC(N)=O",
  "gap_ev": 9.1,
  "e_tot_ha": -2252.99315,
  "lumo_ev": 0.027,
  "homo_ev": -9.1,
  "elements": ["N", "C", "N", "O", "H", "H", "H", "H", "N", "C", "N", "O", "H", "H", "H", "H", "N", "C", "N", "O", "H", "H", "H", "H", "N", "C", "N", "O", "H", "H", "H", "H", "N", "C", "N", "O", "H", "H", "H", "H", "N", "C", "N", "O", "H", "H", "H", "H", "N", "C", "N", "O", "H", "H", "H", "H", "N", "C", "N", "O", "H", "H", "H", "H", "N", "C", "N", "O", "H", "H", "H", "H", "N", "C", "N", "O", "H", "H", "H", "H"],
  "xyz": [[1.2647, 4.9406, -0.2882], [1.9900, 4.4023, -1.3142], [1.3342, 3.4839, -2.0187], [3.1134, 4.7858, -1.6262], [1.6117, 5.7279, 0.2258], [0.3381, 4.5599, -0.1460], [0.3711, 3.2889, -1.7933], [1.7502, 3.0990, -2.8538], [3.5396, 0.7518, -2.7808], [3.3195, 1.3335, -4.0051], [4.4104, 1.2515, -4.7817], [2.2171, 1.7066, -4.3814], [2.7929, 1.0096, -2.1519], [4.4902, 0.6419, -2.4795], [4.4005, 1.6638, -5.6974], [5.2139, 0.8838, -4.3117], [-3.8137, -3.1009, -0.5894], [-4.0495, -3.1594, -1.8887], [-5.2821, -3.5771, -2.2263], [-3.2320, -2.8834, -2.7625], [-2.9963, -2.7037, -0.1575], [-4.6186, -3.2703, -0.0117], [-5.9741, -3.7032, -1.5032], [-5.7290, -3.7905, -3.0982], [-2.8770, -3.2835, 3.7128], [-2.1963, -2.3230, 3.0530], [-1.7307, -1.3234, 3.8075], [-1.9887, -2.4026, 1.8284], [-2.9997, -3.3166, 4.7071], [-3.1585, -4.0232, 3.0901], [-2.1245, -1.0893, 4.7064], [-1.3569, -0.4716, 3.3831], [-3.2595, 2.8899, -1.3118], [-2.2586, 3.7645, -1.2257], [-2.4201, 4.8016, -2.0790], [-1.2931, 3.7308, -0.4536], [-4.0337, 2.9003, -1.9476], [-3.2782, 2.1587, -0.6180], [-3.2016, 4.7725, -2.7084], [-1.8165, 5.6028, -2.1246], [-0.3511, -0.3312, 0.6373], [-0.0689, 0.7367, 1.3654], [0.7275, 1.6667, 0.7937], [-0.5383, 0.9363, 2.4931], [-1.1181, -0.9558, 0.8324], [0.2327, -0.5409, -0.1578], [1.0768, 1.4815, -0.1329], [0.5649, 2.6304, 1.0309], [1.1425, -3.5480, -0.0746], [1.4292, -3.8959, 1.2091], [0.3404, -3.8803, 2.0147], [2.4847, -4.4321, 1.4787], [0.3074, -2.9953, -0.1744], [1.9660, -3.4343, -0.6452], [-0.4595, -3.3192, 1.7249], [0.4831, -4.0240, 2.9996], [3.3926, -0.3604, 0.3766], [4.5893, -1.0206, 0.2952], [5.4161, -0.7368, 1.3360], [4.8141, -1.8958, -0.5073], [2.7445, -0.4857, -0.3817], [3.2125, 0.3219, 1.0913], [5.1434, -0.0983, 2.0610], [6.3344, -1.1371, 1.3936], [1.7161, -1.8271, -3.2687], [0.4204, -1.7266, -2.8357], [-0.3424, -2.7706, -3.1235], [0.0449, -0.7838, -2.1496], [1.9543, -2.5874, -3.8785], [2.2092, -0.9454, -3.2531], [-1.3112, -2.8488, -2.8351], [-0.0346, -3.3866, -3.8556], [-0.8229, 1.7486, 5.3727], [-2.0755, 2.1734, 5.6553], [-2.7270, 2.4153, 4.4891], [-2.5635, 2.2278, 6.7688], [-0.5126, 1.5744, 4.4346], [-0.2064, 1.5759, 6.1487], [-2.3670, 2.1510, 3.5866], [-3.7167, 2.5980, 4.5064]]
}

{
  "formula": "C10H40N20O10",
  "method": "ωB97M-V with the def2-TZVPD basis set",
  "molar_mass_g_mol": 600.56,
  "smiles": "NC(N)=O.NC(N)=O.NC(N)=O.NC(N)=O.NC(N)=O.NC(N)=O.NC(N)=O.NC(N)=O.NC(N)=O.NC(N)=O",
  "gap_ev": 8.5,
  "e_tot_ha": -2252.82992,
  "lumo_ev": -0.020,
  "homo_ev": -8.5,
  "elements": ["N", "C", "N", "O", "H", "H", "H", "H", "N", "C", "N", "O", "H", "H", "H", "H", "N", "C", "N", "O", "H", "H", "H", "H", "N", "C", "N", "O", "H", "H", "H", "H", "N", "C", "N", "O", "H", "H", "H", "H", "N", "C", "N", "O", "H", "H", "H", "H", "N", "C", "N", "O", "H", "H", "H", "H", "N", "C", "N", "O", "H", "H", "H", "H", "N", "C", "N", "O", "H", "H", "H", "H", "N", "C", "N", "O", "H", "H", "H", "H"],
  "xyz": [[-0.7828, 0.9125, 0.8377], [0.2726, 0.2885, 0.4255], [0.0586, -0.9448, 0.1547], [1.3384, 0.8912, 0.1109], [-1.6371, 0.4313, 1.0799], [-0.6879, 1.9181, 0.8402], [0.7920, -1.5273, -0.2234], [-0.9132, -1.2059, 0.0680], [2.9779, 3.5981, -1.2754], [2.0045, 3.9476, -2.0388], [1.0200, 3.1316, -1.8759], [2.0054, 4.8163, -2.8358], [3.8040, 4.1709, -1.3728], [2.8242, 2.7634, -0.7279], [0.1775, 3.3133, -2.4025], [1.1513, 2.3786, -1.2157], [3.4632, 0.2581, 1.8617], [3.2186, -0.6097, 2.8218], [2.0568, -1.2265, 2.6756], [3.9789, -0.8938, 3.6710], [2.6513, 0.6217, 1.3835], [4.3357, 0.7373, 2.0324], [1.8566, -1.9788, 3.3191], [1.3244, -0.5984, 2.3768], [2.2797, -3.4564, 0.0749], [2.8445, -4.5193, 0.5096], [4.0450, -4.3140, 0.9524], [2.4203, -5.6173, 0.4378], [2.4907, -2.4915, 0.2858], [1.4517, -3.7406, -0.4289], [4.3359, -3.3646, 1.1372], [4.6447, -5.1148, 1.0907], [-2.6198, -5.2980, -1.1687], [-1.3804, -5.0279, -0.8056], [-0.5942, -6.0888, -0.7664], [-0.9133, -3.8930, -0.6304], [-3.3644, -4.6196, -1.2420], [-3.0409, -6.1621, -0.8586], [-0.9180, -7.0449, -0.7989], [0.3938, -5.9543, -0.6058], [3.8163, -2.4985, -3.2757], [3.0562, -1.5607, -2.7197], [3.3310, -1.2085, -1.4845], [2.0364, -1.2238, -3.2528], [4.8242, -2.5414, -3.2282], [3.5336, -2.8565, -4.1769], [4.0469, -1.7097, -0.9783], [2.8068, -0.5170, -0.9676], [-3.8730, -1.9435, 2.0780], [-4.3044, -0.8020, 1.5814], [-5.5530, -0.7318, 1.7560], [-3.7142, 0.1043, 1.0633], [-4.5620, -2.5552, 2.4919], [-2.9526, -2.2273, 1.7741], [-5.9870, 0.1597, 1.5640], [-5.7625, -1.2726, 2.5829], [-0.1471, 7.7690, 1.7347], [-0.7652, 6.7282, 1.1345], [-0.1410, 5.5995, 1.3852], [-1.7252, 6.8823, 0.4688], [0.6208, 7.4767, 2.3220], [-0.4069, 8.7113, 1.4804], [-0.5512, 4.7899, 0.9421], [0.4926, 5.5571, 2.1706], [-1.0741, -0.1232, -3.0810], [-1.5977, -1.2600, -2.7147], [-0.6173, -2.0834, -2.4983], [-2.7588, -1.5962, -2.7040], [-0.1132, 0.0718, -2.8386], [-1.7403, 0.5820, -3.3618], [-0.5451, -2.7173, -1.7153], [0.2937, -2.0246, -2.9304], [-4.0005, 2.7776, 1.2143], [-3.1620, 3.7695, 0.9822], [-3.7661, 4.9200, 0.9136], [-1.9415, 3.5997, 0.8056], [-4.9825, 2.9363, 1.3888], [-3.5955, 1.8588, 1.3239], [-4.7727, 4.9839, 0.9671], [-3.1122, 5.6896, 0.9293]]
}